C7H26N2O6 | the ωB97M-V functional and the def2-TZVPD basis

The calculation puts the LUMO energy at 0.18 eV. As for the SMILES: NC(N)=O.CCO.CO.CO.CO.CO. The value obtained for the frontier orbital gap is 9.73 eV. The multiplicity is 1. The value obtained for the highest occupied orbital energy is -9.5 eV.

Positions of all 41 atoms, in Å:
N -22.491 -4.892 -4.253
C -23.224 -4.645 -3.238
N -22.657 -4.556 -2.057
O -24.580 -4.565 -3.319
H -22.813 -5.317 -5.121
H -21.459 -4.943 -4.107
H -23.252 -4.794 -1.245
H -21.604 -4.751 -1.954
C -23.993 -7.516 -5.956
C -23.518 -6.770 -7.233
O -22.760 -5.615 -6.906
H -24.496 -6.917 -5.233
H -23.241 -8.041 -5.469
H -24.788 -8.217 -6.308
H -24.255 -6.463 -7.997
H -22.866 -7.495 -7.820
H -22.479 -5.225 -7.732
C -21.843 -1.573 -5.235
O -21.679 -2.734 -6.012
H -22.940 -1.566 -4.958
H -21.686 -0.631 -5.740
H -21.131 -1.624 -4.397
H -21.964 -3.438 -5.428
C -25.230 -3.202 -6.353
O -25.269 -2.318 -5.264
H -26.095 -3.897 -6.154
H -24.267 -3.682 -6.396
H -25.290 -2.625 -7.303
H -25.148 -2.849 -4.495
C -23.231 -0.715 -8.203
O -22.776 -1.402 -9.345
H -22.501 -0.013 -7.849
H -23.562 -1.292 -7.299
H -24.108 -0.078 -8.339
H -21.890 -1.750 -9.204
C -24.960 -0.424 -2.215
O -23.879 -0.123 -1.321
H -24.824 -1.454 -2.608
H -25.142 0.194 -3.094
H -25.840 -0.363 -1.638
H -23.253 -0.863 -1.465